# 1
The following is a DFT calculation (ωB97M-V/def2-TZVPD) of a structure of composition C25H33KNO9PS3Te in a non-equilibrium geometry.

XYZ file:
```
74
Properties=species:S:1:pos:R:3:forces:R:3:lowdin_charge:R:1
K -0.205531 -1.370518 -0.268125 0.29 0.87 0.04 0.651
C -4.085863 1.597142 0.701532 0.01 -0.35 -0.15 -0.547
C -3.727120 1.921319 2.143721 0.44 -0.01 0.09 -0.528
S -1.937397 1.785234 2.467306 -0.21 0.03 -0.02 0.879
C -1.873947 0.790981 3.983777 -0.05 0.03 -0.12 -0.535
C -2.605729 -0.544845 3.949382 0.19 -0.18 -0.38 -0.503
S -2.023006 -1.608450 2.572054 -0.50 0.02 0.45 0.910
C -3.618131 -2.183343 1.922543 0.33 0.22 0.04 -0.529
C -4.523955 -1.144711 1.266573 0.11 0.16 -0.22 -0.514
S -3.654456 -0.062362 0.080589 -0.07 0.13 0.08 0.849
H -3.537173 2.259023 0.027682 -0.10 0.07 -0.02 0.048
H -5.157844 1.746422 0.546613 0.01 0.15 -0.01 0.066
H -4.242914 1.262782 2.840157 -0.06 0.03 0.00 0.048
H -4.036793 2.947075 2.358184 -0.11 -0.03 0.00 0.062
H -2.227241 1.407782 4.814576 0.04 -0.08 0.06 0.067
H -0.808293 0.573864 4.111241 0.02 0.07 0.08 0.039
H -3.688820 -0.425802 3.870197 0.00 0.01 0.07 0.049
H -2.380523 -1.070012 4.879153 -0.05 0.08 0.06 0.071
H -4.169781 -2.697119 2.714937 -0.06 -0.06 -0.07 0.073
H -3.285385 -2.909104 1.179800 -0.10 -0.10 0.02 0.049
H -4.998121 -0.491911 2.000856 -0.03 -0.06 0.03 0.052
H -5.311598 -1.656186 0.708866 -0.08 0.01 0.11 0.061
O 4.077695 -5.036779 1.980571 0.04 0.06 0.09 0.032
C 2.957668 -4.239148 1.987864 -0.20 0.07 -0.09 -0.300
C 1.831019 -4.577280 1.256540 0.11 -0.07 0.03 0.035
C 0.738520 -3.721429 1.287317 0.21 -0.33 0.09 -0.217
N 0.727851 -2.598307 1.999925 0.13 -0.02 0.07 0.083
C 1.796875 -2.299407 2.740869 0.15 -0.02 0.16 -0.175
C 2.944800 -3.085413 2.747988 0.11 0.00 0.03 0.044
C 1.747662 -1.079508 3.691641 -0.03 0.03 -0.15 -0.663
O 2.813895 -0.446348 3.815869 0.01 -0.05 0.02 -0.055
O 0.648992 -0.888086 4.261723 -0.09 0.08 -0.04 -0.068
C -0.524624 -4.134285 0.507563 -0.38 -0.46 -0.11 -0.657
O -0.626193 -5.344255 0.234698 0.16 0.08 0.05 -0.034
O -1.337626 -3.217743 0.214726 -0.88 -1.75 0.48 -0.262
H 3.896819 -5.767926 1.382991 0.00 -0.03 -0.04 0.088
H 1.772483 -5.493396 0.680220 -0.07 0.01 -0.01 0.114
H 3.798640 -2.779355 3.336288 -0.01 0.03 -0.02 0.119
C 1.060022 2.739867 1.022173 0.01 0.01 0.08 -0.023
C 0.368340 2.049481 -0.123814 0.61 -0.51 0.71 -0.424
O 0.535993 0.852093 -0.271860 -0.88 2.08 0.22 -0.270
C -0.470193 2.840371 -1.050178 -0.45 0.25 -0.52 -0.143
C -1.366363 2.174946 -1.889966 0.18 -0.17 0.16 -0.017
C -2.155911 2.880628 -2.777295 -0.09 0.11 -0.13 -0.068
C -2.054542 4.264462 -2.857464 0.01 -0.07 0.10 -0.098
C -1.170350 4.936353 -2.024593 -0.06 0.11 -0.18 -0.098
C -0.392949 4.231152 -1.121111 0.13 -0.13 0.14 -0.035
H 1.393464 1.981949 1.728629 0.02 -0.02 -0.02 0.095
H 0.403245 3.446920 1.529169 0.03 0.05 -0.05 0.060
H 1.944158 3.266384 0.648654 -0.02 0.03 -0.04 0.087
H -1.417197 1.094333 -1.844467 0.07 -0.01 -0.04 0.101
H -2.844968 2.352581 -3.424578 0.02 -0.04 0.02 0.106
H -2.664447 4.814713 -3.564173 0.01 0.01 0.00 0.092
H -1.075009 6.013422 -2.100655 -0.01 0.00 0.07 0.092
H 0.296973 4.765355 -0.479970 0.01 -0.01 0.02 0.108
C 3.075184 -3.121953 -3.941916 -0.12 0.25 0.03 -0.087
C 3.461543 -1.653026 -4.036034 0.10 -0.24 0.08 -0.387
O 2.325039 -0.810575 -4.029658 -0.06 0.18 0.53 -0.309
P 1.607264 -0.181866 -2.655230 0.75 -0.19 -1.79 0.177
O 0.221984 -0.705283 -2.636496 -0.09 0.19 -0.20 -0.438
Te 3.063066 -0.426157 -0.803759 0.77 -0.39 -0.16 0.619
O 1.537702 1.363102 -3.205552 -0.07 0.03 0.48 -0.284
C 2.738394 2.029330 -3.566884 0.28 0.07 -0.11 -0.321
C 3.234330 3.021615 -2.524406 -0.31 -0.18 -0.02 -0.098
H 3.953732 -3.755063 -4.086197 -0.01 -0.03 -0.01 0.065
H 2.318478 -3.359393 -4.691714 0.04 -0.07 -0.02 0.072
H 2.655936 -3.320080 -2.954078 0.00 -0.05 -0.01 0.066
H 4.002118 -1.455129 -4.970192 -0.09 0.04 0.02 0.105
H 4.114895 -1.404191 -3.193349 0.03 0.05 -0.09 0.010
H 2.531815 2.567976 -4.498410 -0.04 -0.12 -0.02 0.111
H 3.526307 1.299120 -3.775799 -0.06 0.00 0.01 0.095
H 2.509181 3.824332 -2.394893 -0.04 0.12 0.03 0.061
H 4.183708 3.442425 -2.864296 0.00 0.06 0.05 0.069
H 3.384206 2.521212 -1.568044 0.07 -0.02 -0.01 0.011
```
Positions in Å, forces in eV/Å.

Results
**2S+1**: 1
**Net charge**: -2
**F_max**: 2.27 eV/Å
**Frontier orbital gap**: 5.6992 eV
**Energy**: -111797.046 eV
**Energy above the lowest of the compared OMol25 structures with the same formula, charge and spin**: 2.294 eV
**LUMO energy**: 3.857 eV

***

# 2
The following is a DFT calculation (ωB97M-V/def2-TZVPD) of an isolated molecule of C25H33N3O5S in a non-equilibrium geometry.

XYZ file:
```
67
Properties=species:S:1:pos:R:3:forces:R:3:nbo_charge:R:1
O 0.946965 -0.249644 -4.495031 -0.14 -0.04 0.09 -0.540
C 0.065755 -0.388216 -3.667413 0.11 0.00 -0.12 0.560
C -0.325383 0.710161 -2.759178 0.07 0.35 0.18 -0.216
C 0.561165 1.778372 -2.588613 -0.10 -0.17 0.00 -0.131
C 0.230974 2.846210 -1.791345 -0.22 0.15 0.12 -0.283
C -1.010062 2.900070 -1.139557 0.23 -0.21 -0.44 0.355
C -1.903051 1.845663 -1.320793 -0.20 0.32 0.17 -0.263
C -1.561409 0.769626 -2.118566 0.21 0.03 -0.21 -0.169
H -2.281200 -0.022928 -2.264873 -0.04 -0.04 0.03 0.226
H -2.869960 1.845576 -0.844669 -0.06 0.02 0.06 0.213
O -1.210193 4.022605 -0.417108 0.28 -0.11 -0.04 -0.493
C -2.382839 4.257204 0.327403 -0.39 0.27 0.56 -0.072
H -3.189083 3.565247 0.084952 0.02 0.01 -0.05 0.180
H -2.713153 5.273205 0.083070 0.01 -0.19 0.00 0.206
C -2.106303 4.229592 1.839449 0.39 -0.38 -0.26 0.076
O -3.127223 5.002804 2.433454 -0.23 0.11 0.13 -0.715
H -3.011236 4.993690 3.390284 -0.02 0.00 -0.08 0.474
C -2.116532 2.809322 2.425149 0.04 0.24 -0.12 -0.232
N -1.214666 1.897179 1.749968 -0.11 0.06 0.13 -0.463
C 0.181464 2.161042 2.065087 0.19 0.00 -0.14 -0.245
C 1.091386 1.225290 1.271245 0.26 0.60 0.09 -0.238
N 0.764574 -0.169567 1.484977 0.33 -0.35 0.95 -0.702
S 1.374017 -0.832222 2.922525 0.38 -0.41 -0.07 2.458
O 2.076030 0.183156 3.645330 0.14 0.20 -0.26 -0.948
O 0.326525 -1.551070 3.581060 -0.19 -0.12 -0.27 -0.950
N 2.493414 -1.945909 2.455174 -0.47 0.46 0.62 -0.682
C 3.724243 -1.449093 1.882145 0.36 0.52 -0.25 -0.229
C 3.643765 -1.300296 0.361917 0.16 -0.23 0.08 -0.418
C 3.207768 -2.622747 -0.265315 -0.23 0.24 -0.08 -0.402
C 1.871875 -3.051336 0.336634 0.24 -0.19 0.08 -0.409
C 2.001436 -3.165622 1.855479 -0.53 -0.34 -0.26 -0.231
H 1.041683 -3.376076 2.327021 0.09 -0.26 -0.06 0.233
H 2.702838 -3.967872 2.110870 -0.05 0.04 0.03 0.198
H 1.553750 -4.009484 -0.077211 -0.08 -0.01 0.00 0.213
H 1.118007 -2.300951 0.099139 -0.08 -0.04 -0.07 0.201
H 3.112937 -2.511933 -1.346961 0.07 -0.07 -0.02 0.217
H 3.961283 -3.388934 -0.067222 0.07 -0.07 -0.04 0.193
H 4.618849 -0.997806 -0.022889 0.01 0.07 0.00 0.214
H 2.916225 -0.527898 0.110513 0.05 0.07 -0.06 0.207
H 3.929569 -0.496196 2.369492 0.26 -0.08 -0.05 0.233
H 4.519732 -2.156011 2.143948 -0.04 0.06 0.03 0.198
C -0.642149 -0.416741 1.250899 -0.62 -0.25 0.15 -0.245
H -0.849571 -1.452710 1.516185 -0.17 0.02 -0.18 0.230
C -1.527525 0.513757 2.073702 0.03 -0.17 -0.18 -0.231
H -2.574964 0.322132 1.828270 0.00 -0.01 0.04 0.203
H -1.365020 0.294965 3.142486 -0.13 0.04 -0.03 0.188
H -0.835127 -0.247731 0.187115 0.05 -0.07 0.09 0.215
H 2.123601 1.376993 1.583734 -0.01 0.18 -0.19 0.229
H 0.992488 1.429881 0.200951 0.06 -0.07 0.11 0.222
H 0.418761 3.190009 1.792058 0.06 0.00 0.05 0.209
H 0.384870 2.015040 3.140032 -0.05 0.12 -0.05 0.188
H -1.897038 2.872733 3.508759 -0.05 -0.04 -0.02 0.166
H -3.134524 2.422736 2.314450 0.01 0.05 0.04 0.204
H -1.129624 4.707167 2.008691 -0.10 -0.07 -0.09 0.164
H 0.911914 3.671524 -1.653483 0.09 0.10 0.02 0.229
H 1.512733 1.741449 -3.097652 0.07 0.02 -0.05 0.237
C -0.665206 -1.680253 -3.544317 0.00 -0.37 -0.13 -0.159
C -0.914540 -2.262701 -2.305388 0.05 0.09 -0.12 -0.204
C -1.547560 -3.489906 -2.228789 -0.03 -0.08 0.08 -0.164
C -1.947757 -4.139434 -3.385258 -0.01 -0.04 0.03 -0.215
C -1.693884 -3.569457 -4.622511 -0.02 -0.04 -0.05 -0.213
C -1.043483 -2.352384 -4.703339 0.05 0.14 0.07 -0.158
H -0.826106 -1.902924 -5.660766 0.04 0.03 -0.08 0.228
H -1.996309 -4.079584 -5.525015 -0.03 -0.03 -0.07 0.217
H -2.449680 -5.093658 -3.322376 -0.04 -0.07 0.01 0.215
H -1.729460 -3.939745 -1.263690 -0.01 -0.05 0.08 0.206
H -0.588779 -1.765357 -1.404291 0.00 0.06 0.08 0.217
```
Positions in Å, forces in eV/Å.

Results
**2S+1**: 1
**SMILES**: O=C(c1ccccc1)c1ccc(OC[C@@H](O)CN2CCN(S(=O)(=O)N3CCCCC3)CC2)cc1
**F_max**: 1.07 eV/Å
**Frontier orbital gap**: 8.8466 eV
**Energy**: -52003.242 eV
**Energy above the lowest of the compared OMol25 structures with the same formula, charge and spin**: 2.773 eV
**LUMO energy**: 0.194 eV

***

Which value of energy above the lowest of the compared OMol25 structures with the same formula, charge and spin does entry 1 give? 2.294 eV

***

Which value of energy does entry 2 give? -52003.242 eV

***

What is the 2S+1 in the second record? 1